DFT (the ωB97M-V functional and the def2-TZVPD basis) results for a 10-piece molecular cluster, C24H72BBrNO15P2S9 overall.

The geometry in XYZ format:
```
125
Properties=species:S:1:pos:R:3:forces:R:3:lowdin_charge:R:1
C 0.350721 -1.782281 -0.185013 -0.8 -0.7 0.0 -0.12
C 0.815849 -2.553535 -1.417579 0.6 0.9 0.0 -0.22
C 2.199437 -2.145844 -2.033378 -1.9 -0.6 0.3 -0.27
N 2.462065 -0.723294 -2.017071 1.3 -0.2 0.0 -0.02
B 3.968921 -0.386634 -2.157380 -1.0 0.1 0.5 -0.83
C 3.984848 1.237531 -2.430122 -0.1 -0.8 0.9 -0.58
Br 5.781879 2.015896 -2.700560 0.1 0.0 -0.5 0.73
C 3.210104 2.027747 -1.340040 1.7 1.2 -0.2 -0.29
C 4.075886 2.984481 -0.487735 -1.1 -0.3 0.6 -0.18
P 4.616305 -1.383473 -3.704452 -0.5 0.0 -1.3 0.55
O 3.594603 -1.282369 -4.787700 0.1 0.0 0.2 -0.33
O 4.994525 -2.957734 -3.401996 -0.1 1.1 -0.1 -0.16
O 6.032934 -0.823467 -4.365147 0.0 -1.2 0.9 -0.22
P 4.784002 -0.838785 -0.438186 0.4 0.7 1.0 0.58
O 5.883746 0.058803 0.039108 0.1 -0.2 -0.1 -0.36
O 5.320390 -2.384258 -0.328247 -1.0 0.2 -0.4 -0.17
O 3.595755 -0.756535 0.699010 0.1 -0.8 -0.8 -0.16
H -0.710417 -2.040044 -0.038656 0.6 0.2 0.1 0.02
H 0.423205 -0.705696 -0.283384 0.3 0.2 -0.2 0.05
H 0.876361 -2.093397 0.711897 0.3 0.1 0.1 0.06
H 0.878218 -3.608244 -1.158115 -0.1 -0.3 -0.1 0.09
H 0.047149 -2.438095 -2.181867 -0.1 -0.1 -0.2 0.09
H 2.155806 -2.564274 -3.042145 0.4 0.0 -0.2 0.09
H 2.944029 -2.723530 -1.490848 0.4 0.3 0.1 0.09
H 1.992901 -0.244943 -2.772409 -0.4 -0.2 -0.2 0.10
H 3.466917 1.359160 -3.375558 0.2 0.2 -0.3 0.07
H 2.528276 2.678339 -1.860626 -0.6 -0.1 0.0 0.07
H 2.700790 1.390963 -0.635704 -0.4 -0.5 -0.3 0.08
H 4.899637 2.474967 -0.004421 0.4 0.0 -0.1 0.03
H 3.414138 3.315141 0.319137 0.0 0.2 0.1 0.07
H 4.363441 3.879338 -1.021388 0.4 0.0 -0.2 0.03
H 5.930960 -3.050325 -3.563855 0.6 -0.3 0.0 0.05
H 5.758037 -0.043730 -4.840735 0.0 0.5 -0.3 0.01
H 6.219958 -2.327046 -0.018565 0.6 0.1 0.3 0.05
H 3.812063 -0.026787 1.275529 0.2 0.3 0.3 0.06
C 8.190032 2.140133 0.630967 0.0 0.0 0.2 -0.27
S 9.571947 2.125472 1.778465 -0.2 0.0 -0.2 0.79
O 9.034938 2.438623 3.136535 0.1 0.1 0.0 -0.58
C 10.361069 3.622672 1.167287 0.1 0.1 0.1 -0.29
H 7.543200 1.295300 0.862929 0.0 0.0 -0.1 0.02
H 7.630057 3.069425 0.735294 0.1 0.1 0.0 0.05
H 8.562610 2.036318 -0.387777 0.0 0.0 0.0 0.05
H 9.669728 4.459380 1.239744 -0.1 0.0 -0.1 0.03
H 10.661971 3.474191 0.130610 0.0 0.0 0.0 0.05
H 11.241608 3.815856 1.779395 0.0 -0.1 0.0 0.04
C 7.432547 2.952090 -6.473621 0.0 -0.1 -0.1 -0.26
S 7.588902 4.506349 -5.584951 -0.1 0.0 0.1 0.77
O 6.235982 4.882261 -5.102609 0.1 0.2 -0.1 -0.56
C 7.927819 5.532389 -7.027812 0.0 -0.1 -0.2 -0.28
H 7.177597 2.179062 -5.750932 0.0 0.1 0.1 0.03
H 6.642236 3.033695 -7.219811 0.0 0.1 0.0 0.06
H 8.382957 2.709788 -6.950090 0.0 0.0 0.0 0.05
H 7.105540 5.450300 -7.738763 0.0 0.0 0.0 0.05
H 8.862128 5.212146 -7.489782 0.0 0.0 0.0 0.05
H 8.021627 6.563948 -6.694993 0.0 0.0 0.1 0.04
C -4.880822 -2.927290 1.558271 0.0 0.1 -0.1 -0.28
S -4.067342 -2.856966 -0.046421 0.2 -0.2 -0.1 0.83
O -2.701544 -2.287902 0.164613 -0.8 0.0 0.0 -0.55
C -5.108775 -1.549783 -0.708465 0.0 0.2 0.0 -0.28
H -4.368313 -3.666246 2.169016 0.1 0.0 0.0 0.04
H -4.829639 -1.958084 2.046790 0.1 0.0 0.0 0.04
H -5.921254 -3.226041 1.422498 0.0 0.0 0.0 0.06
H -5.044304 -0.673563 -0.067279 0.1 0.1 0.1 0.05
H -6.137304 -1.903103 -0.766857 0.0 -0.1 -0.1 0.05
H -4.753569 -1.307144 -1.706633 0.0 -0.1 0.0 0.03
C -4.219904 -3.958774 5.783270 0.1 0.0 0.1 -0.26
S -5.644242 -3.039959 5.186702 -0.1 -0.1 0.1 0.80
O -5.130672 -1.898870 4.373734 0.0 0.1 0.2 -0.56
C -6.120223 -2.381403 6.788715 0.1 0.1 0.2 -0.27
H -3.736098 -4.428856 4.929283 0.0 0.0 0.0 0.05
H -3.522369 -3.277100 6.269939 0.0 0.1 -0.1 0.06
H -4.558065 -4.724432 6.480314 -0.1 0.0 0.0 0.03
H -5.293018 -1.807819 7.209642 0.1 -0.1 -0.1 0.06
H -6.387477 -3.204368 7.451418 0.0 -0.1 -0.1 0.05
H -6.980570 -1.736321 6.650143 -0.1 -0.1 -0.1 0.01
C -5.883569 -3.670900 -5.936876 -0.1 0.1 -0.1 -0.28
S -4.714707 -3.408277 -4.592414 0.1 -0.1 0.1 0.82
O -5.502707 -3.357879 -3.330942 -0.1 0.1 -0.1 -0.56
C -4.301752 -1.712606 -5.029791 0.0 0.1 0.0 -0.27
H -6.300018 -4.670180 -5.832202 0.0 0.0 0.1 0.05
H -6.683578 -2.932549 -5.879604 0.0 0.0 0.1 0.05
H -5.361484 -3.591674 -6.890286 0.0 0.0 0.0 0.05
H -5.205782 -1.102678 -5.031823 0.0 -0.1 0.0 0.06
H -3.829942 -1.696564 -6.011864 0.0 0.0 0.0 0.05
H -3.603263 -1.332135 -4.286204 0.0 -0.1 0.0 0.05
C -11.673300 -1.483317 6.824256 0.0 0.0 0.1 -0.27
S -10.270764 -1.496794 5.696641 0.0 0.0 -0.1 0.83
O -9.174230 -2.248778 6.369866 -0.2 0.0 0.1 -0.56
C -9.882643 0.251673 5.854115 0.0 0.1 0.0 -0.26
H -12.050268 -2.500172 6.908057 0.0 0.0 0.0 0.05
H -11.354373 -1.128963 7.804272 0.1 0.0 0.0 0.06
H -12.453682 -0.837500 6.422404 0.0 0.0 0.0 0.05
H -9.680956 0.491118 6.898038 0.0 -0.1 0.0 0.06
H -10.720067 0.842145 5.483361 0.0 0.0 0.0 0.05
H -8.998506 0.456771 5.254194 0.0 -0.1 0.0 0.06
C -8.878823 -5.581058 5.692838 0.0 0.0 0.0 -0.26
S -7.990426 -6.496678 6.959209 -0.2 0.0 -0.1 0.82
O -6.605258 -5.954317 6.992023 0.1 0.0 0.0 -0.56
C -7.925490 -8.056073 6.062880 0.0 -0.1 -0.1 -0.27
H -8.990593 -4.551379 6.033143 0.1 0.0 0.0 0.02
H -8.311460 -5.598264 4.762204 0.1 0.0 0.0 0.06
H -9.862613 -6.029496 5.547892 0.0 0.0 0.0 0.05
H -7.423037 -7.909764 5.106938 0.0 0.1 0.0 0.06
H -8.938987 -8.425129 5.906831 0.0 0.0 0.0 0.05
H -7.366724 -8.770124 6.663823 0.0 0.0 0.1 0.05
C -1.789542 2.168978 -0.262608 0.1 0.1 0.2 -0.26
S -1.189748 2.023198 -1.947558 0.0 -0.2 0.0 0.81
O 0.268658 2.275348 -1.898941 -0.2 0.1 -0.1 -0.53
C -1.968128 3.531970 -2.557014 -0.1 0.1 0.0 -0.28
H -1.386253 1.336319 0.311299 0.0 0.0 -0.1 0.05
H -1.451289 3.113655 0.165526 0.1 0.0 -0.1 0.06
H -2.872290 2.119232 -0.262178 -0.2 -0.1 0.0 0.04
H -1.624803 4.385953 -1.972583 0.1 0.0 0.0 0.05
H -3.052634 3.435092 -2.486411 0.0 0.0 0.0 0.04
H -1.681234 3.663573 -3.598303 0.0 -0.1 0.0 0.04
C 6.571497 7.668520 0.010281 0.0 0.1 0.0 -0.27
S 7.069280 6.169386 -0.854379 -0.1 -0.2 0.0 0.82
O 8.405769 5.785056 -0.321076 0.0 0.2 0.0 -0.56
C 7.339630 6.951073 -2.450133 0.1 0.2 0.0 -0.26
H 6.388545 7.412287 1.051428 0.0 -0.1 0.0 0.05
H 7.367225 8.411852 -0.050441 0.0 0.0 0.0 0.05
H 5.655705 8.055149 -0.436686 0.0 0.0 0.0 0.05
H 8.085193 7.741782 -2.350299 0.0 0.0 0.1 0.06
H 6.398248 7.357785 -2.817589 0.0 -0.1 0.0 0.06
H 7.697173 6.190651 -3.139432 -0.1 -0.1 0.0 0.02
```
Positions in Å, forces in eV/Å.

Largest force on an atom: 2.1 eV/A
LUMO energy: 1.178 eV
Net charge: -1
Total energy: -9006.2569 a.u.